{
  "formula": "C60H134F24N5P5",
  "method": "the ωB97M-V functional and the def2-TZVPD basis",
  "species": ["C", "C", "C", "C", "P", "C", "C", "C", "C", "C", "C", "C", "C", "C", "C", "C", "C", "H", "H", "H", "H", "H", "H", "H", "H", "H", "H", "H", "H", "H", "H", "H", "H", "H", "H", "H", "H", "H", "H", "H", "H", "H", "H", "H", "H", "H", "H", "H", "H", "H", "H", "H", "H", "C", "C", "C", "C", "N", "C", "C", "C", "C", "C", "H", "H", "H", "H", "H", "H", "H", "H", "H", "H", "H", "H", "H", "H", "H", "H", "H", "H", "H", "H", "C", "C", "C", "C", "N", "C", "C", "C", "C", "C", "H", "H", "H", "H", "H", "H", "H", "H", "H", "H", "H", "H", "H", "H", "H", "H", "H", "H", "H", "H", "C", "C", "C", "C", "N", "C", "C", "C", "C", "C", "H", "H", "H", "H", "H", "H", "H", "H", "H", "H", "H", "H", "H", "H", "H", "H", "H", "H", "H", "H", "C", "C", "C", "C", "N", "C", "C", "C", "C", "C", "H", "H", "H", "H", "H", "H", "H", "H", "H", "H", "H", "H", "H", "H", "H", "H", "H", "H", "H", "H", "C", "C", "C", "N", "C", "C", "C", "C", "C", "H", "H", "H", "H", "H", "H", "H", "H", "H", "H", "H", "H", "H", "H", "H", "H", "H", "H", "P", "F", "F", "F", "F", "F", "F", "P", "F", "F", "F", "F", "F", "F", "P", "F", "F", "F", "F", "F", "F", "P", "F", "F", "F", "F", "F", "F"],
  "xyz": [[-19.89, -14.64, 3.35], [-19.82, -13.07, 3.35], [-20.14, -12.46, 4.76], [-19.03, -13.03, 5.68], [-18.82, -12.13, 7.26], [-17.29, -12.73, 8.07], [-15.99, -12.16, 7.46], [-14.73, -12.38, 8.35], [-14.95, -11.87, 9.79], [-20.16, -12.38, 8.40], [-21.52, -11.73, 8.06], [-22.55, -11.88, 9.17], [-22.15, -11.18, 10.51], [-18.56, -10.32, 7.07], [-18.24, -9.61, 8.43], [-17.50, -8.36, 8.23], [-17.05, -7.77, 9.63], [-19.08, -15.20, 3.82], [-19.70, -14.99, 2.34], [-20.86, -15.00, 3.71], [-20.68, -12.63, 2.83], [-18.97, -12.76, 2.75], [-21.17, -12.70, 5.01], [-19.98, -11.39, 4.68], [-18.08, -13.22, 5.16], [-19.19, -14.08, 5.91], [-17.30, -13.81, 7.95], [-17.49, -12.52, 9.12], [-16.13, -11.11, 7.22], [-15.70, -12.61, 6.52], [-13.94, -11.81, 7.86], [-14.51, -13.45, 8.36], [-14.14, -11.30, 10.26], [-15.27, -12.62, 10.52], [-15.74, -11.13, 9.94], [-19.84, -11.87, 9.31], [-20.26, -13.44, 8.63], [-21.84, -12.11, 7.09], [-21.38, -10.65, 7.98], [-22.73, -12.94, 9.32], [-23.53, -11.55, 8.82], [-21.46, -11.73, 11.16], [-23.08, -11.18, 11.09], [-21.91, -10.12, 10.56], [-19.51, -10.07, 6.60], [-17.77, -10.22, 6.33], [-17.73, -10.25, 9.16], [-19.26, -9.43, 8.77], [-17.98, -7.50, 7.78], [-16.62, -8.64, 7.66], [-16.30, -7.01, 9.46], [-16.61, -8.48, 10.33], [-17.90, -7.36, 10.17], [-13.13, -1.99, 4.66], [-11.71, -2.55, 4.84], [-10.71, -1.64, 5.51], [-9.21, -2.32, 5.63], [-8.44, -1.62, 6.82], [-7.16, -2.53, 7.12], [-6.64, -2.10, 8.52], [-7.92, -1.73, 9.26], [-9.05, -1.50, 8.24], [-7.99, -0.16, 6.32], [-13.65, -2.60, 3.93], [-13.06, -1.01, 4.18], [-13.69, -1.88, 5.59], [-11.30, -2.83, 3.87], [-11.80, -3.54, 5.29], [-11.21, -1.33, 6.42], [-10.49, -0.80, 4.84], [-8.57, -2.39, 4.76], [-9.35, -3.35, 5.98], [-6.46, -2.32, 6.32], [-7.49, -3.57, 7.16], [-5.98, -1.24, 8.42], [-6.15, -3.02, 8.85], [-7.79, -0.89, 9.94], [-8.18, -2.53, 9.94], [-9.76, -0.68, 8.32], [-9.57, -2.46, 8.25], [-7.42, 0.28, 7.14], [-8.93, 0.37, 6.15], [-7.35, -0.46, 5.49], [-10.32, -13.01, 6.90], [-8.96, -12.23, 6.55], [-9.17, -10.67, 6.65], [-9.49, -10.09, 8.07], [-8.38, -9.04, 8.42], [-6.96, -9.63, 8.12], [-6.03, -9.40, 9.32], [-6.86, -8.48, 10.21], [-8.36, -8.82, 9.95], [-8.62, -7.63, 7.74], [-10.53, -12.73, 7.94], [-10.14, -14.06, 6.72], [-11.17, -12.71, 6.29], [-8.67, -12.39, 5.51], [-8.11, -12.39, 7.21], [-9.99, -10.48, 5.96], [-8.30, -10.16, 6.23], [-9.36, -10.88, 8.81], [-10.46, -9.61, 8.17], [-6.48, -9.27, 7.21], [-7.02, -10.71, 7.97], [-5.02, -9.04, 9.11], [-5.95, -10.32, 9.91], [-6.91, -7.42, 9.94], [-6.59, -8.38, 11.26], [-9.04, -8.02, 10.24], [-8.57, -9.69, 10.57], [-9.48, -7.14, 8.22], [-8.73, -7.58, 6.66], [-7.71, -7.08, 8.00], [-20.19, -4.86, 7.79], [-20.77, -6.19, 8.40], [-22.22, -6.50, 8.21], [-22.74, -7.55, 9.22], [-24.37, -7.59, 9.30], [-24.85, -6.31, 10.09], [-26.24, -5.85, 9.55], [-26.14, -6.44, 8.20], [-25.12, -7.48, 7.93], [-24.76, -8.81, 10.14], [-20.61, -4.73, 6.79], [-19.12, -4.87, 7.61], [-20.37, -3.99, 8.43], [-20.63, -6.12, 9.48], [-20.21, -7.05, 8.06], [-22.46, -6.92, 7.24], [-22.81, -5.61, 8.42], [-22.17, -7.65, 10.14], [-22.49, -8.54, 8.82], [-24.79, -6.41, 11.18], [-24.16, -5.48, 9.91], [-27.10, -6.27, 10.08], [-26.53, -4.81, 9.44], [-27.11, -6.74, 7.81], [-25.97, -5.58, 7.54], [-25.54, -8.44, 7.62], [-24.45, -7.10, 7.16], [-24.74, -9.79, 9.66], [-25.76, -8.59, 10.52], [-24.07, -8.68, 10.98], [-19.45, -2.61, 4.62], [-19.01, -1.37, 5.50], [-17.76, -0.59, 4.84], [-18.06, -0.10, 3.42], [-16.95, 0.88, 2.86], [-15.57, 0.11, 2.96], [-14.75, 0.43, 1.68], [-15.78, 0.60, 0.60], [-16.98, 1.20, 1.30], [-16.90, 2.29, 3.55], [-18.59, -3.12, 4.19], [-20.03, -2.41, 3.72], [-19.90, -3.39, 5.23], [-18.74, -1.76, 6.48], [-19.87, -0.70, 5.58], [-16.97, -1.33, 4.83], [-17.43, 0.15, 5.56], [-18.98, 0.49, 3.45], [-18.22, -0.85, 2.65], [-15.22, 0.38, 3.96], [-15.81, -0.95, 2.90], [-14.21, 1.35, 1.89], [-13.86, -0.10, 1.34], [-15.32, 1.20, -0.19], [-15.97, -0.32, 0.05], [-17.29, 2.23, 1.17], [-17.90, 0.77, 0.90], [-16.13, 2.90, 3.06], [-16.75, 2.01, 4.59], [-17.88, 2.72, 3.37], [-11.66, -8.19, 5.32], [-12.29, -7.22, 4.39], [-13.77, -7.34, 3.93], [-14.75, -6.51, 4.84], [-14.66, -7.14, 6.28], [-16.19, -6.66, 4.17], [-17.10, -5.62, 4.96], [-16.10, -4.51, 5.25], [-14.60, -5.05, 4.94], [-12.31, -9.06, 5.30], [-11.60, -7.99, 6.38], [-10.62, -8.39, 5.07], [-11.58, -7.28, 3.57], [-12.14, -6.19, 4.73], [-14.15, -8.36, 3.90], [-14.01, -7.08, 2.90], [-13.73, -6.86, 6.78], [-14.72, -8.23, 6.28], [-15.51, -6.79, 6.86], [-16.47, -7.72, 4.18], [-16.13, -6.41, 3.11], [-17.59, -6.09, 5.81], [-17.83, -5.27, 4.23], [-16.11, -4.12, 6.27], [-16.34, -3.65, 4.62], [-13.91, -4.62, 5.67], [-14.43, -4.74, 3.91], [-12.49, -5.09, 9.37], [-13.02, -4.45, 10.72], [-10.96, -5.29, 9.93], [-12.78, -6.67, 9.78], [-11.94, -5.69, 7.93], [-14.01, -5.18, 8.86], [-12.15, -3.59, 8.86], [-9.02, -5.27, 2.87], [-8.66, -6.86, 3.21], [-7.83, -4.68, 3.74], [-8.00, -5.46, 1.65], [-9.16, -3.70, 2.43], [-10.25, -5.64, 1.87], [-10.11, -5.05, 4.12], [-15.74, -11.01, 3.39], [-15.69, -9.60, 2.77], [-15.19, -10.54, 4.87], [-17.28, -10.83, 3.81], [-16.01, -12.45, 3.96], [-16.26, -11.55, 1.91], [-14.09, -11.24, 3.04], [-16.96, -4.24, 0.61], [-17.94, -3.00, 0.98], [-17.64, -5.22, 1.70], [-17.89, -4.80, -0.60], [-15.81, -5.44, 0.40], [-16.17, -3.29, -0.48], [-16.01, -3.93, 1.89]],
  "mulliken_charge": [-1.2415, -0.6836, -0.6589, -1.2482, 0.7544, -1.4124, 0.5401, -0.8720, -1.0864, -1.1558, 0.0614, -0.6658, -1.2652, -0.9320, -0.5118, 1.6482, -1.6030, 0.3091, 0.4251, 0.3185, 0.4913, 0.2381, 0.4611, 0.3033, 0.6513, 0.8806, 0.7709, 0.5003, -0.3662, 0.2282, 0.3702, 0.4814, 0.3812, 0.2726, 0.1122, 0.5298, 0.6661, 0.1089, -0.1899, 0.4958, 0.3722, 0.4658, 0.4558, 0.1723, 1.1649, 0.0185, 0.4262, 0.1946, -0.7088, -0.5536, 0.3842, 0.3651, 0.2891, -1.3698, 0.1765, -0.5215, -0.7092, 0.2368, -0.5986, -0.5592, -0.9294, -0.3212, -0.9913, 0.2041, 0.6411, 0.3896, 0.1431, -0.2171, 0.1678, 0.4297, 0.5176, 0.1947, 0.5022, 0.3225, 0.3196, 0.3842, 0.3446, 0.3963, 0.5567, 0.1307, 0.4533, 0.3268, 0.3346, -1.0571, -0.8690, -0.6586, -0.6034, 0.3984, -0.2015, -0.7938, -0.6343, -0.6781, -1.3393, 0.3025, 0.4214, 0.2671, 0.4559, 0.3071, 0.1249, 0.6241, 0.5477, 0.5003, 0.4546, -0.0134, 0.3661, 0.3330, 0.1892, 0.5006, 0.4429, 0.3932, 0.3686, 0.3342, 0.4957, -1.7342, 0.0449, -0.4467, -0.6834, 0.4891, -0.8057, -0.6019, -0.7676, -0.2817, -0.8808, 0.3076, 0.4697, 0.4458, 0.4147, -0.4085, 0.5125, 0.3402, 0.6754, 0.0459, 0.4292, 0.3475, 0.3144, 0.3269, 0.4027, 0.4110, 0.3951, 0.1359, 0.0209, 0.4804, 0.4483, -0.0367, -0.7752, 0.0145, -0.5346, 0.2771, -0.3975, -0.8461, -0.5825, -0.6525, -1.0615, -0.0954, 0.4609, -0.3099, 0.3829, 0.4355, -0.1305, 0.3480, 0.3837, 0.3357, 0.5165, -0.1017, 0.4064, 0.4668, 0.3704, 0.3276, 0.4629, 0.3546, 0.3755, 0.3995, 0.4056, -0.8743, 0.6057, -0.3601, 1.2425, 0.0080, -0.5282, -0.1879, 0.7362, -0.8839, 0.1591, 0.0733, 0.4596, 0.3670, -0.9095, -0.2339, 0.7442, -0.6101, -0.1322, 0.4273, 0.1242, 0.3758, -0.7453, 0.7583, 0.8686, -1.2850, 0.0288, 0.4272, 1.2953, -0.3761, -0.3923, -0.4197, -0.2997, -0.2729, -0.4087, 1.4029, -0.3913, -0.3777, -0.3632, -0.3583, -0.4078, -0.3847, 1.3155, -0.3464, -0.3877, -0.3730, -0.3997, -0.3903, -0.4337, 1.2670, -0.3766, -0.3246, -0.3539, -0.4037, -0.3918, -0.4377],
  "homo_lumo_gap_ev": 9.6,
  "multiplicity": 1,
  "total_charge": 2
}